i:
Computed, not measured: C10H17N3O4 as an isolated structure, with ωB97M-V/def2-TZVPD.

Geometry as XYZ:
```
34
Properties=species:S:1:pos:R:3:mulliken_charge:R:1
C -2.4968 0.6637 0.0699 0.33
C -1.1562 0.8737 0.7943 0.12
C -3.3886 -0.0584 1.0216 -0.94
C -3.6077 -1.5031 0.2883 -0.51
C -2.5026 -1.4345 -0.8367 -0.58
C 1.3147 1.2722 0.5242 0.12
C 1.6930 2.7679 0.1382 0.17
C 2.5057 0.5754 -0.1356 -0.65
C 2.1598 -0.8742 0.4896 0.11
C 3.3872 -1.8269 0.4029 0.22
H -2.6900 0.5351 -1.8014 0.28
H -2.7357 1.6453 -0.1261 0.59
H -4.3499 0.4916 1.0910 0.33
H -3.0488 -0.1895 2.1793 0.30
H -3.2822 -2.4581 0.8603 0.32
H -4.5173 -1.4730 -0.2699 0.32
H -2.7658 -2.1845 -1.6933 0.32
H -1.4478 -1.5629 -0.4584 0.16
H -0.3811 1.0533 -1.1603 0.34
H 1.3016 1.3013 1.6574 0.40
H 2.7474 0.7164 -1.2805 0.29
H 3.5327 0.9366 0.4378 0.35
H 1.1658 -1.2457 -0.0655 -0.12
H 1.5185 -0.7558 1.5750 0.32
H 4.3217 -2.7231 -1.4884 0.30
H 2.8246 -2.2829 -1.5617 0.24
H 1.8101 3.8450 -1.5828 0.41
N -2.0894 -0.0344 -1.1149 -0.49
N -0.0524 0.8412 -0.0870 -0.11
N 3.6867 -1.9540 -1.1633 -0.53
O -0.8948 0.8894 2.1521 -0.73
O 2.5666 3.5267 0.7357 -0.58
O 3.8733 -2.4396 1.5082 -0.55
O 0.9977 3.0659 -1.1001 -0.55
```

Spin multiplicity: 1
HOMO level in eV: -9.32
Total charge: 0


ii:
Computed, not measured: one molecule with the formula C10H17N3O4, with ωB97M-V/def2-TZVPD.

Geometry as XYZ:
```
34
Properties=species:S:1:pos:R:3:mulliken_charge:R:1
N -2.8186 -2.2881 3.2083 -0.45
C -1.9182 -1.2651 3.0811 0.55
O -2.2873 -0.1311 3.1936 -0.59
C -0.4324 -1.5221 3.0128 -0.74
C 0.3458 -0.4160 2.2018 -0.84
C -0.3213 0.0097 0.8906 0.34
N -0.5403 -1.0167 -0.0527 -0.47
C 0.4519 1.1727 0.2317 -0.14
O 0.3570 2.2846 0.7390 -0.69
N 1.2308 0.8862 -0.8219 0.10
C 1.7346 -0.4331 -1.2443 -0.40
C 1.9714 -0.2529 -2.8222 -0.56
C 1.3750 1.1781 -3.2413 -1.12
C 1.0645 1.8578 -1.9121 0.60
C -0.2890 2.3437 -1.9988 -0.16
O -0.6266 3.4273 -2.3066 -0.58
O -1.1576 1.4197 -1.5715 -0.35
H -3.7877 -2.0164 3.3187 0.24
H -2.6551 -3.3630 3.0609 0.23
H -0.0608 -1.3569 3.9857 0.39
H -0.2596 -2.5497 2.6862 0.32
H 1.4297 -0.8041 2.2095 0.23
H 0.4594 0.4180 2.8092 0.52
H -1.1337 0.5602 1.2602 0.23
H -1.2152 -0.5296 -0.8114 0.30
H -1.1283 -1.6941 0.3803 0.31
H 2.7286 -0.8001 -0.6999 0.25
H 0.8864 -1.1546 -1.1974 0.32
H 2.9815 -0.4134 -3.1462 0.44
H 1.2274 -0.8230 -3.3125 0.21
H 2.1344 1.6371 -3.7795 0.33
H 0.5446 1.0746 -3.9376 0.43
H 1.6986 2.6858 -1.6142 0.45
H -1.9900 1.8745 -1.7994 0.29
```

Structure (SMILES): NC(=O)CC[C@H](N)C(=O)N1CCC[C@H]1C(=O)O
Spin multiplicity: 1
HOMO level in eV: -8.63
Total charge: 0


Quick one: least stable of them? i